a | DFT (ωB97M-V/def2-TZVPD) results for a cluster of 2 separate species, C3H10N2S in total.

As for the net charge: 0. As for the structure (SMILES): [H]/N=C\N.CCS. Its HOMO-LUMO gap is 9.744 eV. The molar mass is 106.19 g mol⁻¹. The LUMO energy is 0.731 eV.

Last column: natural (NBO) charge in e.
Positions of all 16 atoms, in Å:
C (-2.228, 1.539, -0.048)  -0.63
C (-0.898, 1.488, -0.894)  -0.49
S (0.548, 2.348, -0.100)  -0.06
H (-2.117, 2.127, 0.863)  0.22
H (-2.929, 1.930, -0.776)  0.22
H (-2.541, 0.546, 0.350)  0.21
H (-0.598, 0.442, -0.873)  0.20
H (-0.930, 1.909, -1.878)  0.22
N (0.548, -1.848, -0.385)  -0.84
C (1.181, -2.774, 0.453)  0.34
N (0.698, -3.585, 1.300)  -0.74
H (-0.458, -1.741, -0.361)  0.38
H (0.905, -1.789, -1.330)  0.38
H (2.247, -2.399, 0.444)  0.13
H (0.055, -4.217, 0.817)  0.35
H (0.197, 1.924, 1.089)  0.11



b | DFT (ωB97M-V/def2-TZVPD) results for an isolated molecule of C3H10N2S.

As for the net charge: 0. As for the structure (SMILES): NC[C@@H](N)CS. Its HOMO-LUMO gap is 9.604 eV. The molar mass is 106.19 g mol⁻¹. The LUMO energy is 0.941 eV.

Last column: natural (NBO) charge in e.
Positions of all 16 atoms, in Å:
N (0.378, 1.087, 1.055)  -0.90
C (-0.010, 0.270, -0.084)  -0.07
C (1.230, -0.128, -0.887)  -0.54
S (1.679, 1.007, -2.207)  -0.02
C (-0.695, -1.037, 0.422)  -0.22
N (-2.144, -1.070, 0.716)  -0.81
H (1.224, 1.447, 1.431)  0.39
H (2.117, 1.981, -1.449)  0.11
H (-0.435, 1.473, 1.490)  0.36
H (-0.784, 0.817, -0.636)  0.19
H (1.199, -1.124, -1.316)  0.23
H (2.046, -0.211, -0.165)  0.22
H (-0.629, -1.726, -0.427)  0.17
H (-0.097, -1.410, 1.258)  0.19
H (-2.610, -1.243, -0.158)  0.35
H (-2.470, -0.132, 0.957)  0.34



Energies, relative to the best one, in hartree: a 0.0336; b 0.0000.



a | DFT (ωB97M-V/def2-TZVPD) results for a cluster of 2 separate species, CHBrClNO in total.

As for the net charge: 0. As for the structure (SMILES): [O-][N+]#CCl.Br. Its HOMO-LUMO gap is 9.441 eV. The molar mass is 158.38 g mol⁻¹. The LUMO energy is -0.329 eV.

Last column: natural (NBO) charge in e.
Positions of all 6 atoms, in Å:
C (-1.333, 0.101, -0.281)  0.03
N (-1.056, -0.373, -1.321)  0.19
O (-0.800, -0.353, -2.491)  -0.35
Cl (-1.472, -0.311, 1.276)  0.14
Br (1.898, 0.877, 1.090)  -0.19
H (2.762, 0.059, 1.726)  0.19



b | DFT (ωB97M-V/def2-TZVPD) results for a cluster of 2 separate species, CHBrClNO in total.

As for the net charge: 0. Its HOMO-LUMO gap (spin up / spin down) is 7.168 / 7.169 eV. The molar mass is 158.38 g mol⁻¹. The LUMO energy (spin up / spin down) is -1.461 / -1.460 eV.

Last column: natural (NBO) charge in e.
Positions of all 6 atoms, in Å:
C (-0.978, 0.170, 0.051)  0.55
N (-1.145, -1.015, -0.034)  -0.59
O (1.127, 0.600, 0.041)  -0.90
Cl (-1.542, 1.841, 0.018)  0.18
Br (2.689, -0.179, 0.080)  0.29
H (-0.152, -1.417, -0.155)  0.47



Energies, relative to the best one, in hartree: a 0.0000; b 0.0494.



a | DFT (ωB97M-V/def2-TZVPD) results for a cluster of 2 separate species, H2N2O2 in total.

As for the net charge: 0. Its HOMO-LUMO gap (spin up / spin down) is 10.868 / 8.370 eV. The molar mass is 62.03 g mol⁻¹. The LUMO energy (spin up / spin down) is -0.117 / -0.576 eV.

Last column: natural (NBO) charge in e.
Positions of all 6 atoms, in Å:
N (-1.183, 0.246, -0.349)  -0.67
N (1.196, -0.129, -0.030)  0.60
O (1.356, 0.441, 0.956)  -0.25
O (1.599, -0.810, -0.893)  -0.26
H (-1.511, -0.614, -0.038)  0.29
H (-1.457, 0.866, 0.355)  0.30



b | DFT (ωB97M-V/def2-TZVPD) results for a cluster of 2 separate species, H2N2O2 in total.

As for the net charge: 0. As for the structure (SMILES): [H]/N=N\[H].O=O. Its HOMO-LUMO gap is 7.005 eV. The molar mass is 62.03 g mol⁻¹. The LUMO energy is -2.690 eV.

Last column: natural (NBO) charge in e.
Positions of all 6 atoms, in Å:
H (-0.640, -0.888, 0.258)  0.28
H (-0.809, 1.070, 0.037)  0.28
N (-1.588, -0.643, -0.051)  -0.28
N (-1.734, 0.590, -0.090)  -0.28
O (1.849, -0.325, -0.155)  -0.02
O (2.922, 0.197, 0.001)  0.02



Energies, relative to the best one, in hartree: a 0.0000; b 0.0359.



a | DFT (ωB97M-V/def2-TZVPD) results for a cluster of 2 separate species, C7H12N2O in total.

As for the net charge: 0. As for the structure (SMILES): CO/C(N)=C1/C[C@H]1C.C#N. Its HOMO-LUMO gap is 8.648 eV. The molar mass is 140.19 g mol⁻¹. The LUMO energy is 0.746 eV.

Last column: natural (NBO) charge in e.
Positions of all 22 atoms, in Å:
C (1.838, -2.538, -1.148)  0.07
C (0.931, 1.137, -0.128)  0.51
C (-1.419, 0.751, -1.315)  -0.42
C (-1.659, 0.236, 0.068)  -0.20
C (-0.339, 0.748, -0.302)  -0.26
C (-1.935, -1.292, 0.264)  -0.62
C (0.861, 0.770, 2.177)  -0.25
N (1.759, 1.648, -1.175)  -0.82
N (1.633, -2.655, -0.042)  -0.32
O (1.636, 1.105, 1.048)  -0.50
H (2.011, -2.334, -2.276)  0.25
H (2.703, 1.729, -0.902)  0.38
H (-1.605, -0.124, -2.064)  0.20
H (-2.044, 1.729, -1.607)  0.21
H (-2.209, 0.859, 0.764)  0.20
H (-2.975, -1.401, 0.800)  0.21
H (-1.135, -1.614, 0.916)  0.22
H (-1.962, -1.846, -0.742)  0.21
H (-0.061, 1.206, 2.286)  0.18
H (1.511, 1.078, 3.092)  0.19
H (0.747, -0.306, 2.322)  0.18
H (1.713, 1.113, -2.037)  0.37



b | DFT (ωB97M-V/def2-TZVPD) results for an isolated molecule of C7H12N2O.

As for the net charge: 0. As for the structure (SMILES): C=C(O)CCCCN=C=N. Its HOMO-LUMO gap is 9.053 eV. The molar mass is 140.19 g mol⁻¹. The LUMO energy is 0.635 eV.

Last column: natural (NBO) charge in e.
Positions of all 22 atoms, in Å:
C (-1.961, -0.817, -0.182)  0.64
C (0.530, 1.014, -0.497)  -0.40
C (-0.400, 2.114, 0.164)  -0.40
C (1.185, 0.223, 0.525)  -0.46
C (-1.869, 1.602, 0.193)  -0.22
C (1.702, -1.075, -0.073)  0.33
C (1.051, -2.179, 0.268)  -0.52
N (-1.763, -2.015, -0.252)  -0.74
N (-1.818, 0.210, 0.426)  -0.51
O (2.857, -0.999, -0.807)  -0.67
H (-0.133, 0.511, -1.242)  0.20
H (1.370, 1.358, -1.118)  0.22
H (-0.010, 2.317, 1.159)  0.20
H (-0.475, 3.046, -0.381)  0.21
H (1.951, 0.827, 1.133)  0.21
H (0.444, 0.039, 1.262)  0.22
H (-2.410, 2.149, 0.996)  0.21
H (-2.353, 1.701, -0.830)  0.19
H (1.372, -3.096, -0.097)  0.18
H (-2.359, -2.827, -0.406)  0.41
H (0.171, -2.168, 0.855)  0.23
H (2.919, -1.936, -1.093)  0.48



Energies, relative to the best one, in hartree: a 0.0396; b 0.0000.